(1)
13
Properties=species:S:1:pos:R:3 method="wB97M-V/def2-TZVPD" e_above_lowest_kj_mol=244.8 total_energy_ha=-472.97620 homo_energy_ev=-10.417
O -1.18380 0.02780 1.62859
C -1.57272 0.38435 0.54865
O -2.83224 0.79097 0.30367
C -0.77541 0.40315 -0.72239
N 0.45157 0.11797 -0.82171
C 1.39952 -0.60224 0.20775
O 1.80063 -1.50320 -0.71639
O 2.35473 0.28856 0.64630
H -3.34887 0.72985 1.12338
H -1.31873 0.70645 -1.61374
H 0.86229 -1.00564 1.06522
H 1.23390 -0.83522 -1.54540
H 2.92913 0.49719 -0.10392

***

(2)
13
Properties=species:S:1:pos:R:3 method="wB97M-V/def2-TZVPD" e_above_lowest_kj_mol=474.3 total_energy_ha=-472.88879 homo_energy_ev=-10.154
C -1.62233 2.37839 -0.71294
C -0.38759 0.41024 -0.35570
C 0.98019 -1.96857 0.87910
H -1.27200 3.40764 -0.31090
H -2.47635 2.03864 0.06271
H -1.95503 2.21839 -1.83052
H 1.05429 -1.81439 -1.61924
H 0.91224 -3.11260 0.92691
N 0.98868 -1.36342 -0.38206
O -0.28577 1.75026 -0.30963
O -1.37194 -0.26832 -0.55952
O 0.96075 0.00681 -0.25643
O 1.07127 -1.25302 1.94841

***

(3)
13
Properties=species:S:1:pos:R:3 method="wB97M-V/def2-TZVPD" e_above_lowest_kj_mol=340.9 total_energy_ha=-472.93960 homo_energy_ev=-10.308
C 2.01914 1.17371 0.79669
O 1.06799 0.22384 1.27596
N -0.09154 0.19483 0.37067
C -0.31309 -0.93098 -0.33876
O 0.50581 -1.70284 -0.76772
C -1.81547 -1.01630 -0.69873
O -2.67368 -1.37165 0.06001
O -2.02344 -0.62657 -1.95529
H 2.36357 0.90672 -0.20440
H 1.58589 2.17516 0.78483
H 2.85660 1.12173 1.48950
H -0.50469 0.45437 1.33454
H -2.97711 -0.60203 -2.14731

***

(4)
11
Properties=species:S:1:pos:R:3 method="wB97M-V/def2-TZVPD" e_above_lowest_kj_mol=373.8 total_energy_ha=-645.36930 homo_energy_ev=-8.323
C 0.25701 1.15779 -2.25528
C 0.10547 0.55731 -0.76583
C -0.77875 -1.16858 0.45807
H -0.81574 0.86817 -2.84266
H 0.41181 2.30350 -2.19694
H 1.30140 0.27254 -2.60424
H -0.62746 -2.27089 0.20420
H -1.93911 -1.32777 0.54597
N 0.59116 0.86174 0.34036
O -0.44517 -0.65089 -0.78274
S 0.22437 -0.24685 1.63446

***

(5)
11
Properties=species:S:1:pos:R:3 method="wB97M-V/def2-TZVPD" e_above_lowest_kj_mol=331.6 total_energy_ha=-645.38539 homo_energy_ev=-8.874
S 2.78258 -0.29738 -0.01585
C 1.19972 -0.23734 0.01935
C 0.21199 0.88208 -0.12908
C -1.13680 0.18587 0.13590
O -0.99475 -1.16662 -0.23772
N 0.36675 -1.32124 0.27377
H 0.07783 1.42869 -1.09454
H 0.27582 1.69736 0.69957
H -1.95278 0.58993 -0.44232
H -1.41675 0.41974 1.22978
H 0.58637 -2.18111 -0.43886

***

(6)
11
Properties=species:S:1:pos:R:3 method="wB97M-V/def2-TZVPD" e_above_lowest_kj_mol=440.7 total_energy_ha=-645.34382 homo_energy_ev="-7.593 / -7.007"
C 1.16337 -1.19249 0.22148
C -0.01207 -0.45733 0.12688
C -1.91101 1.00988 -0.24988
N -1.18723 -0.24326 0.24248
O 3.24127 0.64028 0.37812
S 2.30660 0.09212 -0.71145
H 1.63555 -1.28090 1.11884
H -1.61304 1.90561 0.38379
H -1.67012 0.94324 -1.27199
H -2.94313 0.78733 -0.05001
H 0.98980 -2.20445 -0.18827

***

(7)
11
Properties=species:S:1:pos:R:3 method="wB97M-V/def2-TZVPD" e_above_lowest_kj_mol=366.5 total_energy_ha=-645.37208 homo_energy_ev="-7.496 / -7.495"
C 0.35962 -0.91088 -0.70882
C 1.38118 -0.76258 0.24964
C -0.80357 -0.21999 -0.51114
N 0.01053 1.26085 1.35634
O -1.71328 0.04673 -1.48813
S 1.35443 0.52529 1.38517
H 0.72717 -1.53585 -1.62023
H 2.30312 -1.20067 0.12979
H -1.11806 0.22460 0.43277
H 0.06774 2.17067 1.80891
H -2.56888 0.40183 -1.03430

***

(8)
11
Properties=species:S:1:pos:R:3 method="wB97M-V/def2-TZVPD" e_above_lowest_kj_mol=246.9 multiplicity=3 total_energy_ha=-645.24894 homo_energy_ev="-4.868 / -10.542" s2=2.024
C -0.48281 -0.20855 -0.01121
C 2.04877 0.34942 0.27057
C -1.95463 -0.15416 -0.22011
N 0.20305 -1.24636 0.00893
O 1.70593 -1.00277 0.12736
S 0.37743 1.27518 0.04303
H 2.54114 0.68608 1.27347
H 2.76985 0.80037 -0.46603
H -2.61413 -1.06921 -0.04506
H -2.20428 -0.06801 -1.30245
H -2.39032 0.63800 0.32151

***

(9)
12
Properties=species:S:1:pos:R:3 method="wB97M-V/def2-TZVPD" e_above_lowest_kj_mol=273.1 total_energy_ha=-1043.58522 homo_energy_ev=-8.769
C 0.72169 1.61327 0.16402
N 0.25621 0.29213 -0.39135
O -1.04511 0.20152 0.07380
C -1.55910 -1.07949 -0.14138
S -0.09471 -2.22931 0.12934
C 1.01687 -0.85049 -0.05021
S 2.63711 -1.11223 -0.06034
H 0.47584 1.73640 1.30083
H 1.82083 1.56933 0.06584
H 0.16344 2.43928 -0.43434
H -2.07510 -1.26794 -1.22860
H -2.31796 -1.31247 0.57238

***

(10)
12
Properties=species:S:1:pos:R:3 method="wB97M-V/def2-TZVPD" e_above_lowest_kj_mol=194.5 total_energy_ha=-1043.61516 homo_energy_ev=-8.630
C 1.25275 0.24737 -0.75083
C -0.91164 0.49223 0.24393
C -0.27885 -0.50212 1.15489
N 0.10095 0.87306 -0.72135
O 0.16189 -2.05815 -1.08042
S 2.67801 0.45613 -1.57976
S 0.88796 -1.40101 -0.01198
H -1.88838 -0.00873 -0.19718
H -1.45595 1.39090 0.84351
H 0.41438 0.05604 1.86991
H -1.03832 -1.26546 1.55252
H 0.07718 1.71974 -1.32324

***

(11)
12
Properties=species:S:1:pos:R:3 method="wB97M-V/def2-TZVPD" e_above_lowest_kj_mol=767.8 total_energy_ha=-1043.39680 homo_energy_ev=-8.375
C 1.20310 1.07821 0.08322
C 1.76658 -0.36947 -0.18702
C -0.95335 -1.24916 0.47695
H 0.65351 1.18357 1.05274
H 2.05229 1.90107 -0.14364
H 0.35710 1.29973 -0.53695
H -1.27042 -1.39960 1.75146
H -3.34477 0.46912 -1.17086
N -1.67774 -0.38948 -0.68700
O -2.84650 -0.19457 -0.14231
S 3.43410 -0.58406 -0.23112
S 0.62609 -1.74537 -0.26546

***

(12)
10
Properties=species:S:1:pos:R:3 method="wB97M-V/def2-TZVPD" e_above_lowest_kj_mol=117.7 total_energy_ha=-570.18970 homo_energy_ev=-7.642
C 0.09307 0.95204 -0.00600
C 1.43026 1.00234 -0.08360
C -0.27882 -0.43050 0.33431
N -1.37087 -1.03661 -0.22144
S 2.00634 -0.61370 -0.01831
H -0.60901 1.76015 -0.11675
H 2.12207 1.82002 -0.17533
H -0.08371 -0.75155 1.35010
H -1.64351 -0.75346 -1.14795
H -1.66583 -1.94873 0.08496